No. 1
A molecular structure, C4H7NO. Source: the Open Molecules 2025 dataset; level of theory: ωB97M-V/def2-TZVPD.

CARTESIAN COORDINATES (ANGSTROEM)
C -1.71 -0.49 0.53
C -0.73 -0.09 -0.56
C 1.79 1.56 0.41
C 1.59 0.21 0.08
O 2.77 -0.04 0.42
N 0.62 -0.60 -0.32
H -1.86 -1.58 0.55
H -1.35 -0.17 1.51
H -2.69 -0.03 0.35
H -1.07 -0.42 -1.55
H 2.22 2.10 -0.45
H -0.64 1.00 -0.60
H 0.78 -1.59 -0.26

Values from the calculation:
* gap between HOMO and LUMO: 9.427 eV
* relative energy (zero: lowest compared OMol25 entry of this formula, charge and spin): 3.9674 eV

=====

No. 2
A molecular structure, C3H8IPS. Source: the Open Molecules 2025 dataset; level of theory: ωB97M-V/def2-TZVPD.

CARTESIAN COORDINATES (ANGSTROEM)
C 1.44 -1.34 1.27
C -0.03 -0.71 1.19
C -0.15 0.57 -1.42
P -0.82 -0.88 -0.46
S -1.10 2.78 -1.01
I -2.40 3.38 -2.90
H 1.93 -1.01 0.40
H 1.92 -0.91 2.15
H 1.48 -2.39 1.30
H 0.06 0.37 1.29
H -0.60 -0.99 2.11
H 0.93 0.67 -1.35
H -0.57 0.78 -2.47
H -2.11 -0.35 -0.11

Values from the calculation:
* gap between HOMO and LUMO: 7.360 eV
* relative energy (zero: lowest compared OMol25 entry of this formula, charge and spin): 3.3536 eV

=====

No. 3
A single C4H10S2 molecule. Source: the Open Molecules 2025 dataset; level of theory: ωB97M-V/def2-TZVPD.

CARTESIAN COORDINATES (ANGSTROEM)
C -2.89 0.39 2.06
C -1.62 -0.24 1.35
S -1.00 0.33 -0.37
S 1.04 1.00 -0.04
C 1.66 0.43 -1.82
C 2.85 -0.63 -1.74
H -2.92 0.15 3.12
H -3.76 -0.24 1.73
H -2.76 1.46 2.01
H -1.84 -1.27 1.20
H -0.73 0.00 1.97
H 0.71 0.07 -2.20
H 1.96 1.35 -2.31
H 2.40 -1.61 -1.47
H 3.43 -0.38 -0.83
H 3.47 -0.81 -2.63

Values from the calculation:
* SMILES: CCSSCC
* gap between HOMO and LUMO: 8.475 eV
* relative energy (zero: lowest compared OMol25 entry of this formula, charge and spin): 1.6384 eV

=====

No. 4
A molecular structure, C47H49ClN9OSZr. Source: the Open Molecules 2025 dataset; level of theory: ωB97M-V/def2-TZVPD.

CARTESIAN COORDINATES (ANGSTROEM)
Zr 0.23 0.51 1.36
N 3.91 -2.23 2.66
C 3.24 -1.17 2.26
N 2.01 -1.19 1.78
C 1.46 -2.47 1.52
N 0.44 -2.61 0.75
N 0.06 -1.40 0.20
C -0.42 -1.42 -0.98
C -0.58 -0.12 -1.65
C -1.06 -0.01 -2.93
C -1.08 1.25 -3.52
C -0.60 2.34 -2.81
C -0.15 2.14 -1.51
N -0.13 0.94 -0.93
C 2.08 -3.65 2.12
C 1.47 -4.91 2.10
C 2.13 -5.99 2.65
C 3.41 -5.83 3.20
C 4.02 -4.59 3.22
C 3.35 -3.51 2.68
H 4.86 -2.10 2.99
H 3.76 -0.23 2.33
H -0.59 -2.35 -1.50
H -1.42 -0.88 -3.46
H -1.45 1.38 -4.53
H -0.58 3.33 -3.23
H 0.22 2.97 -0.93
H 0.49 -5.02 1.66
H 1.67 -6.96 2.64
H 3.92 -6.69 3.62
H 5.01 -4.47 3.65
C 6.43 1.46 2.57
C 5.80 2.25 3.72
C 5.35 1.29 4.83
C 6.86 3.19 4.31
C 4.60 3.02 3.17
C 4.65 4.41 2.93
C 3.56 5.12 2.48
C 2.40 4.42 2.19
S 0.84 5.04 1.74
C 0.20 3.47 1.74
N 1.08 2.49 2.00
C 2.34 3.04 2.34
C 3.42 2.35 2.87
C -1.20 3.15 1.45
C -2.14 4.15 1.21
C -3.45 3.80 0.93
C -3.82 2.46 0.90
C -2.88 1.46 1.14
C -1.55 1.79 1.42
H 7.29 0.89 2.93
H 6.77 2.12 1.77
H 5.72 0.76 2.12
H 6.23 0.78 5.24
H 4.67 0.51 4.46
H 4.85 1.81 5.64
H 7.66 2.59 4.75
H 6.45 3.82 5.10
H 7.32 3.82 3.55
H 5.56 4.95 3.16
H 3.62 6.20 2.36
H 3.29 1.32 3.14
H -1.87 5.20 1.25
H -4.19 4.57 0.75
H -4.84 2.18 0.69
H -3.19 0.43 1.12
C -4.41 0.26 8.48
C -4.77 0.84 7.10
C -6.29 0.86 6.96
C -4.27 2.29 7.04
C -4.13 -0.02 5.94
O -4.19 0.71 4.71
C -4.86 -1.36 5.79
C -4.20 -2.48 4.98
C -4.04 -2.29 3.49
C -4.99 -1.63 2.71
C -4.86 -1.54 1.34
C -3.76 -2.11 0.72
Cl -3.58 -1.97 -1.01
C -2.81 -2.80 1.46
C -2.96 -2.88 2.84
C -2.64 -0.21 6.24
N -1.79 -0.49 5.07
C -1.64 0.19 3.96
N -0.64 -0.35 3.23
C -0.23 -1.41 4.02
N -0.90 -1.51 5.13
H -4.95 0.82 9.24
H -3.35 0.35 8.71
H -4.70 -0.79 8.59
H -6.70 1.58 7.67
H -6.75 -0.10 7.17
H -6.63 1.19 5.97
H -4.69 2.84 7.88
H -4.57 2.79 6.12
H -3.18 2.37 7.13
H -5.08 1.05 4.61
H -5.85 -1.16 5.37
H -5.05 -1.77 6.78
H -4.80 -3.38 5.13
H -3.22 -2.73 5.41
H -5.86 -1.19 3.18
H -5.62 -1.04 0.74
H -1.99 -3.30 0.97
H -2.24 -3.46 3.41
H -2.48 -1.04 6.92
H -2.23 0.69 6.70
H -2.24 1.04 3.70
H 0.56 -2.10 3.77

Values from the calculation:
* charge: +3
* gap between HOMO and LUMO: 5.895 eV
* relative energy (zero: lowest compared OMol25 entry of this formula, charge and spin): 0.4724 eV

=====

No. 5
A molecular structure, C9H14N2OS9SbTc. Source: the Open Molecules 2025 dataset; level of theory: ωB97M-V/def2-TZVPD.

CARTESIAN COORDINATES (ANGSTROEM)
Tc 0.61 -0.05 0.49
C -0.46 -2.09 -1.43
C -0.59 -0.82 -2.25
N 0.24 0.27 -1.65
C -0.32 1.61 -1.93
C -1.62 1.84 -1.15
S -1.61 1.03 0.49
C -2.68 -0.45 0.23
C -1.95 -1.75 0.56
N -0.57 -1.81 0.02
H -1.20 -2.82 -1.76
H 0.53 -2.52 -1.60
H -0.26 -1.02 -3.27
H -1.62 -0.49 -2.29
H 1.16 0.22 -2.07
H 0.42 2.35 -1.62
H -0.51 1.74 -2.99
H -1.75 2.90 -0.96
H -2.51 1.49 -1.68
H -3.52 -0.34 0.91
H -3.06 -0.43 -0.78
H -1.87 -1.84 1.64
H -2.54 -2.59 0.19
H -0.13 -2.60 0.49
O 0.99 4.54 5.53
C 0.99 3.73 4.67
S 1.51 4.06 2.99
C 1.22 2.46 2.39
C 0.72 1.50 3.31
S 0.43 -0.09 2.87
S 0.49 2.01 4.93
S 1.61 2.04 0.83
S 3.33 -1.36 -2.81
Sb 5.01 -2.81 -2.52
S 2.60 -1.13 0.38
S 2.49 -3.13 0.06
S 4.40 -3.69 -0.22

Values from the calculation:
* charge: +2
* gap between HOMO and LUMO (alpha / beta): 5.491 / 5.488 eV
* relative energy (zero: lowest compared OMol25 entry of this formula, charge and spin): 0.1315 eV

=====

No. 6
A molecular structure, C26H23FN4O5S. Source: the Open Molecules 2025 dataset; level of theory: ωB97M-V/def2-TZVPD.

CARTESIAN COORDINATES (ANGSTROEM)
C -3.83 -2.91 -4.34
H -4.79 -2.95 -4.98
O -3.55 -1.51 -4.58
C -2.35 -0.99 -3.84
C -1.35 -1.61 -3.11
C -0.29 -1.25 -2.40
C -0.12 0.07 -2.37
C -0.90 0.93 -3.38
C -1.99 0.34 -3.95
H -2.83 0.98 -4.44
H -0.78 1.77 -3.45
N 1.13 0.69 -2.02
C 1.86 0.46 -0.98
O 1.90 -1.00 -0.75
C 2.65 1.42 -0.31
H 2.79 2.13 -0.75
H 3.41 1.04 0.30
C 1.61 1.80 0.99
N 1.03 0.70 1.47
C -0.29 0.43 1.43
S -1.05 -0.70 1.86
N -0.67 1.43 0.71
C 0.35 2.33 0.26
O 0.27 3.29 -0.28
C -1.84 1.82 -0.11
C -2.65 3.08 0.21
C -3.89 3.43 -0.11
C -4.56 2.15 -0.99
C -3.95 0.93 -0.85
C -2.75 0.78 -0.44
H -2.19 -0.24 -0.70
H -4.39 0.28 -1.51
O -5.84 2.32 -1.40
C -6.45 3.68 -1.20
H -5.92 4.41 -1.75
H -7.49 3.26 -1.89
H -6.55 3.97 -0.36
H -4.46 4.10 0.03
H -2.05 3.82 0.74
N 1.88 -0.53 2.11
C 2.85 -0.15 2.82
O 3.40 0.72 3.21
C 3.82 -1.43 3.06
C 3.77 -2.37 2.16
C 4.62 -3.63 2.28
C 5.10 -3.62 3.44
C 5.13 -2.59 4.44
C 4.38 -1.39 4.18
H 4.57 -0.71 4.69
H 5.89 -2.89 5.35
H 5.79 -4.64 3.58
F 4.51 -4.59 1.35
H 3.13 -2.31 0.90
H 1.38 -1.23 1.89
H 2.00 2.53 1.61
H 0.85 1.57 -2.07
H 0.44 -1.82 -1.96
H -1.52 -2.97 -2.96
H -2.99 -3.56 -4.90
H -4.17 -3.31 -3.22

Values from the calculation:
* gap between HOMO and LUMO: 8.325 eV

=====

No. 7
6 unconnected molecules or ions with the total composition H12O6. Source: the Open Molecules 2025 dataset; level of theory: ωB97M-V/def2-TZVPD.

CARTESIAN COORDINATES (ANGSTROEM)
O 0.23 -3.08 -1.56
H 0.35 -2.56 -2.33
H -0.37 -3.68 -1.94
O 0.26 -0.24 -0.13
H 0.12 -1.06 -0.25
H -0.45 0.02 0.35
O -2.76 2.49 0.02
H -2.38 1.95 0.68
H -2.25 2.25 -0.70
O -1.55 0.88 1.95
H -2.17 0.49 2.56
H -1.15 1.53 2.51
O 2.22 -0.23 1.94
H 1.61 -0.30 1.32
H 3.00 0.03 1.48
O 2.16 0.64 -2.04
H 1.71 0.24 -2.60
H 1.42 0.63 -1.28

Values from the calculation:
* SMILES: O.O.O.O.O.O
* gap between HOMO and LUMO: 11.303 eV
* relative energy (zero: lowest compared OMol25 entry of this formula, charge and spin): 3.2002 eV

=====

No. 8
2 unconnected molecules or ions with the total composition C7H16. Source: the Open Molecules 2025 dataset; level of theory: ωB97M-V/def2-TZVPD.

CARTESIAN COORDINATES (ANGSTROEM)
C -1.98 0.30 1.53
C -0.84 0.54 0.90
C 0.58 0.76 1.65
C 1.08 2.18 1.48
H -2.93 0.48 1.06
H -2.00 -0.13 2.52
H -0.87 1.06 -0.05
H 0.38 0.54 2.70
H 1.33 0.04 1.32
H 0.35 2.89 1.84
H 2.00 2.33 2.05
H 1.29 2.39 0.43
C 1.37 -0.97 -1.30
C 0.00 -1.57 -1.13
C -0.95 -1.25 -2.27
H 1.31 0.10 -1.05
H 1.77 -1.10 -2.30
H 2.09 -1.38 -0.59
H -0.46 -1.02 -0.17
H 0.07 -2.65 -0.98
H -0.58 -1.64 -3.22
H -1.93 -1.70 -2.07
H -1.09 -0.18 -2.36

Values from the calculation:
* SMILES: C=CCC.CCC
* gap between HOMO and LUMO: 10.499 eV
* relative energy (zero: lowest compared OMol25 entry of this formula, charge and spin): 1.7847 eV

=====

No. 9
3 unconnected molecules or ions with the total composition C2H12N2O2. Source: the Open Molecules 2025 dataset; level of theory: ωB97M-V/def2-TZVPD.

CARTESIAN COORDINATES (ANGSTROEM)
N 0.09 -0.72 2.18
C 0.22 -0.89 0.61
C -1.20 -1.12 -0.02
N -1.77 0.34 -0.08
H 0.99 -0.78 2.66
H -0.15 0.29 2.30
H 0.57 -1.93 0.60
H 0.82 -0.13 0.07
H -1.03 -1.51 -1.05
H -1.91 -1.71 0.51
H -2.38 0.72 0.71
H -2.19 0.60 -1.01
O 0.12 2.26 -4.98
H -0.68 2.56 -5.32
H 0.16 1.42 -5.38
O 2.72 0.12 2.37
H 2.31 0.78 2.97
H 3.32 -0.29 2.85

Values from the calculation:
* SMILES: NCCN.O.O
* gap between HOMO and LUMO: 9.452 eV
* relative energy (zero: lowest compared OMol25 entry of this formula, charge and spin): 2.2465 eV

=====

No. 10
6 unconnected molecules or ions with the total composition C33H65FNO7S. Source: the Open Molecules 2025 dataset; level of theory: ωB97M-V/def2-TZVPD.

CARTESIAN COORDINATES (ANGSTROEM)
C -3.75 -4.66 -2.00
C -3.43 -3.27 -2.02
C -2.20 -2.60 -1.19
C -2.17 -1.12 -1.82
C -1.07 -0.13 -1.20
C 0.45 -0.50 -1.59
C 1.21 -1.30 -0.42
C 2.19 -2.46 -0.83
C 2.93 -3.31 0.22
C 2.69 -2.99 1.74
C 1.78 -1.83 2.18
C 1.06 -1.01 1.09
S -0.82 -3.80 -1.58
C -0.86 -4.71 0.01
N -1.75 -4.04 0.75
C -2.54 -2.80 0.36
F -3.88 -3.24 0.72
O -2.08 -1.86 1.33
C -2.92 -1.81 2.52
C -2.15 -0.80 3.54
O -3.05 0.27 3.99
C -2.34 1.55 3.95
C -1.12 1.51 5.03
H -3.03 -5.52 -2.22
H -4.84 -4.94 -1.72
H -4.06 -2.59 -2.70
H -3.21 -0.65 -1.81
H -1.89 -1.25 -2.94
H -1.27 0.90 -1.68
H -1.15 0.03 -0.07
H 1.02 0.49 -1.76
H 0.49 -1.06 -2.60
H 2.28 -2.64 -1.96
H 3.60 -4.15 -0.15
H 3.24 -3.66 2.48
H 1.64 -1.59 3.29
H 0.38 -0.14 1.40
H -0.25 -5.62 0.32
H -1.84 -4.44 1.71
H -3.93 -1.29 2.31
H -3.03 -2.79 3.08
H -1.68 -1.35 4.43
H -1.33 -0.27 2.94
H -3.03 2.40 4.29
H -1.95 1.81 2.90
H -1.41 0.67 5.77
H -1.04 2.53 5.52
H -0.14 1.25 4.50
C 3.48 -4.97 -5.65
C 2.53 -4.04 -4.89
C 1.27 -3.76 -5.70
O 3.20 -2.81 -4.61
H 3.80 -4.52 -6.59
H 4.38 -5.15 -5.06
H 3.00 -5.93 -5.86
H 2.26 -4.50 -3.93
H 1.51 -3.27 -6.64
H 0.61 -3.09 -5.15
H 0.73 -4.69 -5.92
H 3.44 -2.41 -5.45
C -1.14 -0.96 10.31
C -1.21 -0.08 9.07
C -2.60 0.49 8.87
O -0.84 -0.84 7.92
H -1.82 -1.81 10.22
H -0.13 -1.37 10.43
H -1.40 -0.39 11.21
H -0.49 0.74 9.16
H -3.34 -0.31 8.73
H -2.64 1.11 7.97
H -2.91 1.10 9.73
H -1.47 -1.57 7.83
C -3.64 4.93 2.01
C -2.51 4.59 1.05
C -2.84 5.05 -0.37
O -2.28 3.18 1.05
H -4.56 4.42 1.72
H -3.39 4.59 3.02
H -3.82 6.01 2.04
H -1.58 5.07 1.38
H -3.73 4.54 -0.74
H -2.02 4.79 -1.05
H -3.00 6.13 -0.41
H -3.09 2.75 0.76
C 0.73 5.22 -2.79
C 0.09 6.22 -3.73
C 0.24 5.80 -5.18
O 0.69 7.50 -3.54
H 1.81 5.13 -2.99
H 0.63 5.54 -1.75
H 0.28 4.23 -2.90
H -0.97 6.33 -3.48
H 1.29 5.74 -5.46
H -0.22 6.54 -5.85
H -0.23 4.83 -5.36
H 1.63 7.42 -3.75
C 5.38 -0.42 -3.29
C 5.95 0.11 -4.60
C 6.77 1.37 -4.37
O 4.89 0.40 -5.50
H 4.72 0.31 -2.83
H 4.79 -1.32 -3.48
H 6.18 -0.67 -2.58
H 6.58 -0.65 -5.06
H 6.15 2.17 -3.94
H 7.17 1.75 -5.31
H 7.61 1.18 -3.69
H 4.33 1.07 -5.10

Values from the calculation:
* charge: +1
* gap between HOMO and LUMO: 6.922 eV

=====

No. 11
2 unconnected molecules or ions with the total composition C2H3F3O. Source: the Open Molecules 2025 dataset; level of theory: ωB97M-V/def2-TZVPD.

CARTESIAN COORDINATES (ANGSTROEM)
C 0.82 -0.08 -0.72
C 1.48 -0.41 0.33
F 2.76 -0.85 0.43
F 0.89 -0.41 1.56
H -0.12 0.42 -0.69
H 1.45 0.08 -1.57
O -1.91 0.41 0.16
F -3.12 -0.11 -0.36
H -2.26 0.95 0.88

Values from the calculation:
* SMILES: C=C(F)F.OF
* gap between HOMO and LUMO: 10.809 eV
* relative energy (zero: lowest compared OMol25 entry of this formula, charge and spin): 5.0293 eV

=====

No. 12
A single C25H19BrN2O3 molecule. Source: the Open Molecules 2025 dataset; level of theory: ωB97M-V/def2-TZVPD.

CARTESIAN COORDINATES (ANGSTROEM)
C -5.78 -1.41 -2.03
C -5.24 -2.34 -3.06
C -6.11 -2.96 -3.95
C -5.66 -3.81 -4.94
C -4.30 -4.04 -5.08
C -3.41 -3.43 -4.22
C -3.87 -2.60 -3.20
C -2.84 -1.99 -2.30
O -1.90 -1.36 -2.72
N -3.07 -2.26 -0.98
C -2.34 -1.86 0.14
C -2.77 -2.29 1.40
C -2.08 -1.90 2.53
C -0.95 -1.10 2.44
C -0.52 -0.67 1.19
N 0.60 0.14 1.01
C 1.45 0.66 1.95
O 1.35 0.49 3.14
C 2.53 1.47 1.35
C 2.88 1.79 0.06
C 4.03 2.59 0.14
C 4.32 2.71 1.49
C 5.37 3.42 2.18
C 5.42 3.40 3.58
C 6.41 4.07 4.26
C 7.37 4.76 3.55
Br 8.75 5.69 4.48
C 7.35 4.80 2.16
C 6.35 4.13 1.49
O 3.41 2.03 2.21
C -1.21 -1.05 0.04
H -6.12 -1.96 -1.15
H -5.04 -0.68 -1.71
H -6.64 -0.87 -2.42
H -7.17 -2.77 -3.86
H -6.36 -4.28 -5.61
H -3.93 -4.69 -5.86
H -2.35 -3.59 -4.31
H -3.87 -2.84 -0.77
H -3.64 -2.91 1.48
H -2.41 -2.23 3.50
H -0.42 -0.80 3.33
H 0.80 0.35 0.04
H 2.39 1.49 -0.85
H 4.56 3.02 -0.68
H 4.66 2.85 4.12
H 6.45 4.05 5.34
H 8.11 5.35 1.62
H 6.33 4.16 0.41
H -0.88 -0.73 -0.93

Values from the calculation:
* SMILES: Cc1ccccc1C(=O)Nc1cccc(NC(=O)c2ccc(-c3ccc(Br)cc3)o2)c1
* gap between HOMO and LUMO: 8.118 eV

=====

Record-wise max |F| values, in eV/A: 0.255; 3.101; 2.432; 0.164; 1.702; 19.045; 12.679; 3.372; 6.281; 4.670; 3.401; 1.270
Record-wise E values, in eV: -7795.6770; -31463.1481; -25979.3460; -89611.7171; -120828.6932; -57058.7418; -12477.9135; -7517.1129; -9341.9563; -64634.2085; -12317.7495; -105399.7298